# 1
{
  "formula": "C19H26N12Tl",
  "method": "ωB97M-V/def2-TZVPD",
  "elements": ["Tl", "N", "C", "N", "C", "N", "N", "C", "C", "C", "C", "C", "C", "N", "C", "C", "C", "C", "C", "C", "H", "H", "H", "H", "H", "H", "H", "H", "H", "H", "H", "C", "C", "C", "C", "N", "N", "H", "H", "H", "H", "H", "H", "H", "H", "H", "H", "H", "H", "N", "N", "N", "C", "N", "N", "H", "H", "H"],
  "xyz": [[0.009, 0.056, 0.807], [-4.678, -2.578, -1.459], [-3.439, -2.099, -1.430], [-3.119, -0.934, -0.915], [-4.112, -0.192, -0.372], [-3.854, 1.045, 0.080], [-2.747, 1.637, -0.120], [-2.429, 2.767, -0.586], [-1.108, 3.402, -0.462], [-1.016, 4.739, -0.819], [0.202, 5.390, -0.692], [1.284, 4.683, -0.205], [1.104, 3.345, 0.115], [-0.052, 2.700, -0.019], [-5.445, -0.678, -0.247], [-6.482, 0.011, 0.408], [-7.740, -0.529, 0.444], [-8.006, -1.762, -0.181], [-7.011, -2.456, -0.829], [-5.727, -1.919, -0.854], [-4.869, -3.458, -1.922], [-2.655, -2.711, -1.856], [-3.182, 3.347, -1.122], [-1.884, 5.269, -1.189], [0.300, 6.431, -0.969], [2.249, 5.154, -0.074], [1.930, 2.755, 0.506], [-6.274, 0.963, 0.878], [-8.534, -0.009, 0.961], [-9.006, -2.173, -0.148], [-7.215, -3.410, -1.301], [5.144, 1.693, 1.470], [5.275, 0.819, 0.214], [5.957, -0.514, 0.562], [6.032, 1.557, -0.886], [3.924, 0.537, -0.336], [3.070, -0.330, 0.192], [6.137, 1.842, 1.891], [4.524, 1.221, 2.237], [4.733, 2.672, 1.222], [7.011, -0.318, 0.748], [5.891, -1.222, -0.267], [5.547, -0.970, 1.466], [7.017, 1.837, -0.520], [5.514, 2.476, -1.174], [6.165, 0.930, -1.770], [3.729, 0.801, -1.300], [3.424, -0.699, 1.071], [2.767, -1.080, -0.432], [0.870, -5.980, 0.335], [1.139, -4.717, 0.769], [1.667, -4.483, 1.946], [1.651, -3.160, 1.982], [1.145, -2.634, 0.852], [0.808, -3.660, 0.085], [1.194, -6.662, 1.006], [1.161, -6.146, -0.617], [2.010, -2.592, 2.826]],
  "forces_ev_per_a": [[-0.58, 0.18, 0.04], [-0.07, 0.02, 0.05], [0.05, 0.13, 0.06], [-0.03, 0.11, 0.06], [0.53, -0.52, -0.42], [-0.98, 0.70, 0.44], [1.17, -0.62, 0.17], [-0.44, 0.35, -0.33], [0.16, -0.08, -0.05], [-0.03, 0.03, -0.05], [0.00, 0.08, -0.03], [0.08, -0.02, 0.04], [-0.08, -0.12, -0.01], [-0.13, -0.03, 0.10], [0.05, 0.04, -0.02], [-0.11, 0.14, 0.05], [0.04, 0.05, 0.06], [0.08, -0.03, -0.05], [-0.13, -0.17, -0.05], [-0.03, 0.06, 0.05], [0.08, -0.07, 0.00], [-0.07, -0.05, -0.08], [-0.05, -0.05, 0.07], [0.00, -0.03, 0.01], [-0.01, -0.01, 0.03], [-0.01, -0.01, 0.00], [0.03, 0.07, -0.02], [0.02, -0.03, -0.01], [-0.02, 0.00, -0.03], [0.00, 0.00, 0.00], [0.00, 0.04, 0.01], [-0.15, 0.01, -0.15], [0.52, 0.30, 0.51], [-0.23, -0.07, -0.18], [-0.25, -0.01, -0.14], [0.09, -0.18, -0.54], [0.68, -0.19, 0.11], [-0.01, -0.03, 0.01], [0.03, 0.01, 0.00], [-0.01, -0.02, 0.04], [-0.02, 0.03, 0.04], [0.06, 0.01, 0.03], [0.02, 0.01, -0.01], [0.00, -0.02, 0.03], [0.04, -0.01, 0.01], [0.04, 0.01, 0.03], [0.02, -0.01, 0.05], [-0.12, -0.06, 0.04], [-0.35, 0.14, 0.02], [-0.50, -0.15, -0.01], [0.15, 0.14, -0.06], [-0.02, -0.04, 0.02], [-0.04, 0.05, -0.15], [0.32, 0.00, 0.17], [-0.03, -0.12, 0.02], [0.15, 0.02, 0.05], [0.19, 0.10, -0.03], [-0.07, -0.06, -0.01]],
  "total_energy_ev": -42670.6007,
  "mol_weight_g_mol": 626.884,
  "e_homo_ev": [-16.367, -16.784],
  "max_force_ev_per_a": 1.3,
  "charge": 3
}

# 2
{
  "formula": "C19H15AuBrIN4S",
  "method": "ωB97M-V/def2-TZVPD",
  "elements": ["Au", "N", "C", "S", "N", "N", "C", "C", "C", "C", "C", "C", "C", "C", "C", "C", "C", "C", "N", "H", "H", "H", "H", "H", "H", "H", "H", "H", "H", "H", "Br", "C", "C", "C", "C", "C", "C", "I", "H", "H", "H", "H"],
  "xyz": [[0.966, -2.543, -1.825], [4.860, -2.721, 0.276], [3.700, -2.317, -0.296], [3.202, -3.271, -1.669], [3.148, -1.261, 0.265], [2.046, -0.833, -0.382], [1.422, 0.201, 0.033], [1.821, 0.996, 1.225], [3.071, 1.604, 1.287], [3.437, 2.339, 2.404], [2.563, 2.464, 3.475], [1.319, 1.852, 3.425], [0.950, 1.124, 2.303], [0.240, 0.620, -0.770], [-0.395, 1.837, -0.524], [-1.468, 2.214, -1.313], [-1.877, 1.380, -2.340], [-1.185, 0.194, -2.520], [-0.167, -0.185, -1.759], [5.219, -3.633, 0.062], [5.127, -2.269, 1.134], [3.757, 1.488, 0.459], [4.410, 2.812, 2.440], [2.853, 3.035, 4.348], [0.637, 1.939, 4.261], [-0.020, 0.642, 2.263], [-0.041, 2.479, 0.270], [-1.971, 3.156, -1.133], [-2.705, 1.636, -2.986], [-1.459, -0.493, -3.314], [-1.243, -2.089, 1.149], [-2.653, -1.551, 0.020], [-3.501, -0.547, 0.471], [-4.569, -0.135, -0.308], [-4.801, -0.728, -1.540], [-3.949, -1.718, -1.999], [-2.868, -2.127, -1.226], [-1.581, -3.555, -2.038], [-3.320, -0.098, 1.438], [-5.223, 0.646, 0.055], [-5.638, -0.416, -2.150], [-4.112, -2.169, -2.969]],
  "forces_ev_per_a": [[-0.11, -0.14, -0.04], [0.02, 0.04, 0.02], [0.03, -0.04, 0.00], [-0.02, 0.00, 0.00], [-0.01, 0.00, -0.04], [-0.06, -0.02, 0.02], [0.03, 0.06, 0.03], [0.02, 0.00, 0.02], [0.00, 0.01, 0.00], [0.00, 0.00, -0.01], [0.00, 0.00, 0.01], [0.01, 0.01, 0.01], [0.02, -0.01, -0.01], [-0.03, 0.03, 0.01], [-0.02, -0.02, -0.02], [0.02, 0.00, 0.00], [-0.01, 0.02, -0.01], [0.03, 0.01, -0.02], [0.00, 0.05, 0.02], [-0.01, 0.00, -0.01], [0.01, -0.01, 0.01], [0.00, 0.00, 0.00], [0.00, 0.00, 0.00], [0.00, 0.00, 0.00], [0.00, 0.00, 0.00], [-0.01, 0.00, 0.00], [0.00, 0.01, 0.00], [0.00, 0.00, 0.00], [0.00, 0.00, 0.00], [-0.02, -0.01, -0.01], [0.03, 0.00, 0.01], [-0.03, 0.01, -0.01], [0.00, 0.00, -0.01], [0.00, 0.00, 0.02], [0.00, -0.01, -0.01], [0.00, 0.01, 0.00], [-0.04, 0.02, 0.02], [0.15, 0.02, -0.01], [0.01, 0.00, 0.00], [0.00, 0.00, 0.00], [0.00, 0.00, 0.00], [0.00, -0.01, 0.00]],
  "total_energy_ev": -118577.5006,
  "mol_weight_g_mol": 735.199,
  "e_homo_ev": -7.423,
  "max_force_ev_per_a": 0.2,
  "charge": 0
}

# 3
{
  "formula": "C5H11N",
  "method": "ωB97M-V/def2-TZVPD",
  "elements": ["C", "C", "C", "C", "C", "N", "H", "H", "H", "H", "H", "H", "H", "H", "H", "H", "H"],
  "xyz": [[1.896, -1.359, 0.021], [0.807, -0.537, -0.644], [-0.003, 0.172, 0.348], [0.383, 0.348, 1.695], [-1.748, 1.011, -1.236], [-1.402, 0.521, 0.104], [2.394, -1.720, -0.880], [2.704, -0.948, 0.754], [1.390, -2.181, 0.390], [0.209, -1.270, -1.405], [1.187, 0.198, -1.340], [-0.304, 0.594, 2.512], [1.447, 0.486, 2.018], [-1.005, 1.352, -1.871], [-2.378, 1.837, -1.100], [-2.064, 0.137, -1.845], [-1.777, 0.054, 0.925]],
  "forces_ev_per_a": [[2.21, 1.08, -1.47], [-0.32, -0.17, -1.62], [-1.94, 1.10, 4.37], [0.84, 0.21, -2.13], [-1.59, -3.46, 1.42], [4.34, -0.58, 0.11], [0.83, -0.39, 0.30], [-1.93, -0.31, -1.41], [-0.60, -1.73, 1.45], [0.89, 1.65, 2.20], [0.55, 0.25, -0.35], [-0.12, 0.45, -0.78], [-0.99, -1.12, -0.50], [2.57, 0.83, -0.12], [-1.63, 0.72, -0.35], [-1.09, 0.76, 0.08], [-2.02, 0.71, -1.20]],
  "smiles": "C=C(CC)NC",
  "total_energy_ev": -6850.1994,
  "mol_weight_g_mol": 85.150,
  "e_homo_ev": -7.461,
  "max_force_ev_per_a": 4.9,
  "charge": 0
}

# 4
{
  "formula": "CH3NOS",
  "method": "ωB97M-V/def2-TZVPD",
  "elements": ["C", "N", "O", "S", "H", "H", "H"],
  "xyz": [[-0.248, 0.941, 0.834], [-0.393, 1.257, -0.426], [-1.452, -1.143, -0.232], [-1.731, 0.247, 0.030], [1.714, -1.012, 0.226], [1.828, -1.726, 0.712], [0.282, 1.436, -1.144]],
  "forces_ev_per_a": [[0.51, 0.77, -0.47], [-0.25, -0.64, 1.55], [-0.07, -1.10, -0.15], [-0.49, 0.71, -0.41], [0.46, -2.69, 1.83], [-0.40, 2.64, -1.83], [0.25, 0.30, -0.53]],
  "total_energy_ev": -15453.5311,
  "mol_weight_g_mol": 77.108,
  "e_homo_ev": -9.466,
  "max_force_ev_per_a": 3.3,
  "charge": 0
}

# 5
{
  "formula": "ClN3O13Tl3",
  "method": "ωB97M-V/def2-TZVPD",
  "elements": ["Tl", "Tl", "Tl", "N", "O", "O", "O", "N", "O", "O", "O", "N", "O", "O", "O", "Cl", "O", "O", "O", "O"],
  "xyz": [[-0.049, 4.234, -4.324], [-2.334, 2.325, 1.768], [2.313, -1.612, -3.212], [3.380, -3.133, 0.617], [4.598, -3.263, 0.711], [2.903, -2.662, -0.389], [2.763, -3.624, 1.530], [0.510, 1.427, -1.284], [-0.203, 1.684, -0.276], [1.071, 0.284, -1.239], [0.647, 2.193, -2.199], [1.382, 1.580, 3.340], [0.492, 1.309, 2.536], [1.194, 2.169, 4.369], [2.471, 1.065, 3.170], [-4.173, -0.751, -1.043], [-3.859, -2.157, -0.896], [-3.120, 0.158, -0.755], [-4.714, -0.546, -2.340], [-5.271, -0.681, -0.086]],
  "forces_ev_per_a": [[0.02, 0.59, -0.50], [-0.43, 0.42, 0.31], [0.19, -0.07, -0.75], [0.26, -0.75, -1.22], [-0.18, 0.10, 0.43], [0.21, -0.01, 1.00], [0.14, 0.15, 0.32], [0.18, -1.39, 1.07], [0.50, 0.03, -0.68], [-0.54, 1.35, -0.29], [-0.04, -0.24, 0.16], [-0.31, -1.34, 0.68], [0.28, 0.68, 0.12], [-0.09, 0.51, -0.18], [0.41, 0.30, -0.34], [1.21, 2.02, -0.63], [-0.19, -0.20, 0.47], [-0.83, -1.31, 0.20], [-0.58, -0.27, -0.28], [-0.22, -0.58, 0.10]],
  "total_energy_ev": -57590.3137,
  "mol_weight_g_mol": 898.610,
  "e_homo_ev": -24.546,
  "max_force_ev_per_a": 2.4,
  "charge": 5
}

# 6
{
  "formula": "C18H15F6NO7S2Sr",
  "method": "ωB97M-V/def2-TZVPD",
  "elements": ["Sr", "F", "C", "F", "F", "S", "O", "O", "N", "S", "O", "O", "C", "F", "F", "F", "C", "C", "O", "C", "C", "C", "C", "C", "C", "O", "H", "H", "H", "H", "H", "H", "H", "C", "C", "O", "C", "C", "C", "C", "C", "C", "H", "H", "H", "H", "H", "H", "H", "H"],
  "xyz": [[0.447, -0.380, 0.140], [3.917, 3.221, -0.595], [3.270, 2.750, 0.449], [3.865, 3.186, 1.562], [2.038, 3.232, 0.448], [2.501, 0.633, -1.228], [1.176, 1.230, -1.153], [3.260, 0.957, -2.392], [2.328, 0.534, 1.337], [2.500, -1.180, 1.735], [1.108, -1.600, 1.826], [3.296, -1.235, 2.926], [3.281, -2.673, 0.733], [3.489, -3.531, 1.700], [4.397, -2.359, 0.152], [2.374, -3.147, -0.079], [-3.020, 2.340, 0.878], [-2.424, 0.971, 0.646], [-1.252, 0.776, 0.997], [-3.214, -0.071, 0.029], [-4.620, 0.029, 0.085], [-5.430, -0.950, -0.415], [-4.824, -2.072, -1.024], [-3.467, -2.190, -1.129], [-2.593, -1.194, -0.610], [-1.334, -1.284, -0.763], [-2.217, 3.048, 1.064], [-3.672, 2.320, 1.759], [-3.618, 2.670, 0.028], [-5.070, 0.891, 0.569], [-6.508, -0.871, -0.342], [-5.455, -2.859, -1.427], [-3.011, -3.047, -1.604], [1.926, 1.191, 2.642], [3.320, 1.171, 0.383], [2.403, -0.811, -0.899], [4.779, 0.715, 0.519], [5.344, 0.691, 1.792], [6.653, 0.284, 1.977], [7.421, -0.095, 0.881], [6.869, -0.054, -0.393], [5.554, 0.352, -0.577], [1.378, 0.473, 3.239], [1.256, 2.010, 2.418], [2.772, 1.526, 3.221], [4.768, 0.984, 2.656], [7.069, 0.266, 2.977], [8.445, -0.419, 1.022], [7.460, -0.336, -1.257], [5.144, 0.380, -1.583]],
  "forces_ev_per_a": [[-5.60, -1.22, -1.17], [0.31, 0.32, -0.36], [-0.12, -1.49, 0.30], [0.21, 0.22, 0.29], [-0.44, 0.22, 0.02], [1.83, 0.64, -0.79], [0.94, 1.71, -1.28], [0.00, -0.03, 0.21], [1.83, 0.11, 0.75], [1.57, -0.39, 2.53], [1.42, -1.20, 1.71], [-0.11, 0.09, -0.09], [-0.46, 0.86, 0.04], [0.12, -0.28, 0.26], [0.27, -0.03, -0.29], [0.05, -0.20, -0.22], [-0.12, -0.03, 0.14], [-0.35, -0.11, -0.13], [-1.00, 1.19, 0.81], [-0.10, 0.22, 0.11], [-0.07, 0.09, 0.01], [0.00, -0.23, -0.10], [-0.27, 0.02, -0.01], [-0.07, 0.00, 0.10], [-0.51, 0.15, -0.04], [-0.85, -0.81, -0.64], [0.05, -0.01, 0.01], [0.08, 0.00, -0.10], [0.03, -0.04, 0.04], [0.04, -0.07, -0.06], [0.08, -0.04, -0.02], [0.04, 0.06, 0.02], [0.02, -0.02, -0.04], [0.26, -0.18, -0.54], [-0.40, 0.10, -0.25], [1.55, 0.19, -1.19], [-0.46, 0.07, 0.12], [0.01, -0.01, 0.03], [0.13, -0.05, -0.09], [-0.08, 0.01, -0.01], [0.04, 0.02, 0.11], [0.01, -0.01, -0.34], [-0.11, -0.11, -0.02], [-0.03, 0.17, -0.20], [0.25, 0.10, 0.06], [-0.05, -0.02, 0.02], [-0.01, -0.01, -0.08], [-0.03, 0.02, -0.01], [-0.04, 0.01, 0.08], [0.12, 0.00, 0.30]],
  "total_energy_ev": -73542.9486,
  "mol_weight_g_mol": 623.060,
  "e_homo_ev": -7.648,
  "max_force_ev_per_a": 5.9,
  "charge": 0
}